The following is a DFT calculation (ωB97M-V/def2-TZVPD) of a 3-piece molecular cluster, C2H12NO2S overall in a non-equilibrium geometry.

Output
- orbital gap (Ha) = 0.35501
- ΔE to the lowest compared entry with this formula, charge and spin (kcal per mole) = 58.16
- net charge = +1
- HOMO energy (eV) = -13.1145
- LUMO energy (hartree) = -0.127
- strongest force on any atom (eV Å⁻¹) = 5.22

Structure (XYZ):
```
18
Properties=species:S:1:pos:R:3:lowdin_charge:R:1
C 0.21352 0.06818 -0.36065 -0.30
C 0.02432 1.46639 -0.75068 -0.56
S -1.42882 1.67484 -1.84844 0.79
N -0.98983 -0.41268 0.36480 0.16
H 1.02969 0.09243 0.37964 0.14
H 0.75661 -0.56269 -1.15668 0.10
H 1.00018 1.77532 -1.28590 0.12
H 0.13848 2.46869 -0.08919 0.14
H -0.61601 1.83969 -2.76262 -0.20
H -1.84853 -0.16520 -0.11817 0.10
H -1.00991 -0.17526 1.36556 0.11
H -1.03256 -1.51100 0.18951 0.23
H -0.58496 -1.28308 3.68352 0.10
H -1.51881 0.13483 3.81645 0.06
O -0.81854 -0.36258 3.37820 -0.07
H 2.91680 -2.01142 -1.41253 0.07
H 1.52362 -1.70564 -1.94225 0.04
O 2.24476 -1.33081 -1.45056 -0.04
```

The following is a DFT calculation (ωB97M-V/def2-TZVPD) of a 3-piece molecular cluster, C2H12NO2S overall in a non-equilibrium geometry.

Output
- orbital gap (Ha) = 0.35049
- ΔE to the lowest compared entry with this formula, charge and spin (kcal per mole) = 16.28
- net charge = +1
- HOMO energy (eV) = -12.8061
- LUMO energy (hartree) = -0.120
- strongest force on any atom (eV Å⁻¹) = 2.22

Structure (XYZ):
```
18
Properties=species:S:1:pos:R:3:lowdin_charge:R:1
C -0.85067 -0.13079 0.29593 -0.23
C -0.46657 0.64311 1.53281 -0.52
S -0.81215 2.48244 1.50765 0.69
N -0.56040 0.56023 -0.99776 0.18
H -0.27617 -1.05230 0.40870 0.13
H -1.92280 -0.30875 0.39885 0.14
H -0.84591 0.20138 2.45765 0.09
H 0.61371 0.62365 1.68573 0.05
H -0.73327 2.58473 2.83414 -0.13
H -1.22447 1.32697 -1.10865 0.15
H 0.38744 0.92935 -1.05073 0.17
H -0.73133 -0.20546 -1.69216 0.11
H 3.15663 0.12534 -0.27233 0.04
H 3.76307 -0.77534 0.77111 0.04
O 2.91838 -0.53377 0.39910 -0.06
H -0.61957 -2.62122 -1.74085 0.09
H -1.21398 -1.99939 -3.08008 0.09
O -0.58192 -1.85016 -2.34911 -0.05
```

The following is a DFT calculation (ωB97M-V/def2-TZVPD) of a 3-piece molecular cluster, C2H12NO2S2 overall in a non-equilibrium geometry.

Output
- multiplicity = 2
- orbital gap (alpha / beta) (Ha) = 0.14775 / 0.35269
- ΔE to the lowest compared entry with this formula, charge and spin (kcal per mole) = 0.52
- HOMO energy (alpha / beta) (eV) = -3.5646 / -9.4106
- LUMO energy (alpha / beta) (hartree) = 0.017 / 0.007
- strongest force on any atom (eV Å⁻¹) = 1.59

Structure (XYZ):
```
19
Properties=species:S:1:pos:R:3:mulliken_spin:R:1
N -0.13923 0.29561 0.29101 0.40
C 0.14771 -0.05150 -1.12539 0.58
C -1.00486 -0.65955 -1.89285 -0.10
S -2.56584 -1.08144 -0.99994 0.10
S -3.90338 0.43307 -1.07439 0.10
H -1.03685 0.76432 0.48562 -0.10
H 2.79256 1.78569 0.04926 -0.02
H -0.03059 -0.55248 0.92825 0.19
H 0.94893 -0.79316 -1.05588 -0.02
H 0.58038 0.79944 -1.63955 -0.07
H -1.31270 0.00293 -2.70348 -0.02
H -0.82117 -1.63379 -2.34266 -0.03
H -3.69183 0.94166 0.14576 -0.01
H 0.79263 -1.16635 2.58373 -0.05
H 1.62916 -0.86043 3.81171 -0.04
O 0.88995 -0.50698 3.29938 0.25
H 3.39556 0.45826 0.62146 -0.02
H 0.52979 0.99812 0.64711 -0.20
O 2.79978 0.82657 -0.02915 0.07
```

The following is a DFT calculation (ωB97M-V/def2-TZVPD) of a 3-piece molecular cluster, C2H12NO2S2 overall in a non-equilibrium geometry.

Output
- orbital gap (Ha) = 0.35813
- ΔE to the lowest compared entry with this formula, charge and spin (kcal per mole) = 22.35
- net charge = +1
- HOMO energy (eV) = -13.2890
- LUMO energy (hartree) = -0.130
- strongest force on any atom (eV Å⁻¹) = 2.17

Structure (XYZ):
```
19
Properties=species:S:1:pos:R:3:lowdin_charge:R:1
N -0.97151 0.42167 -0.40534 0.18
C 0.06360 1.46642 -0.11103 -0.20
C 1.36442 0.84870 0.46636 -0.52
S 1.40954 -0.86890 0.98946 0.44
S 2.14801 -2.06597 -0.44096 0.38
H -0.46548 -0.43985 -0.62124 0.11
H -2.31215 2.64193 -2.04754 0.07
H -1.46321 0.20667 0.45405 0.13
H -0.30735 2.25413 0.53468 0.12
H 0.31607 1.97713 -1.03027 0.12
H 2.17764 1.04562 -0.23657 0.08
H 1.64342 1.52065 1.28109 0.09
H 1.01178 -2.38383 -1.09739 -0.19
H -3.38675 -0.04419 1.07414 0.02
H -4.81477 0.12457 0.65501 0.06
O -4.00425 -0.33005 0.39967 -0.04
H -3.11156 3.20373 -0.98351 0.04
H -1.61878 0.80048 -1.08888 0.13
O -2.22653 2.96468 -1.14338 -0.01
```